(1)
{"formula": "C5H14OSSi", "method": "wB97M-V/def2-TZVPD", "symbols": ["O", "H", "C", "H", "S", "H", "C", "H", "H", "Si", "C", "H", "C", "H", "H", "H", "H", "H", "H", "C", "H", "H"], "positions_angstrom": [[2.576, 0.470, 0.893], [2.817, -2.390, 0.444], [1.240, 0.219, -1.818], [-1.529, 0.964, 1.576], [1.487, -2.302, 0.425], [2.100, 0.190, -2.452], [-1.951, -0.944, 0.385], [-4.104, -0.886, 0.832], [-1.726, 1.209, -0.187], [1.316, -0.159, 0.026], [-3.421, -0.950, 0.008], [2.459, 2.342, -0.023], [-1.535, 0.437, 0.590], [0.538, -0.557, -2.087], [-3.747, -1.873, -0.481], [0.978, 1.229, -2.034], [2.442, 2.170, 1.942], [-1.547, -1.416, -0.514], [-1.638, -1.514, 1.207], [2.871, 1.833, 0.951], [3.888, 2.089, 1.051], [-3.514, -0.160, -0.734]], "forces_ev_per_a": [[0.22, -0.91, -0.47], [0.23, 0.26, -0.04], [0.58, -0.11, 0.92], [-0.11, -1.08, -0.67], [-0.62, 0.38, -0.13], [1.09, -0.99, -0.07], [-0.97, -0.16, -1.59], [-0.37, 0.77, 0.52], [0.10, -0.87, 0.26], [-1.30, 0.22, 0.60], [-0.55, -0.91, -0.22], [0.59, -0.33, 2.09], [3.62, 2.35, -0.10], [-0.52, 0.20, -0.69], [0.34, -0.14, -0.14], [-1.34, 0.72, 0.18], [-0.10, 0.41, -1.39], [0.79, 0.26, 0.13], [-0.01, -1.14, 1.21], [-2.62, 1.31, -0.25], [1.53, -0.40, -0.31], [-0.60, 0.15, 0.15]], "mulliken_charge": [-0.293, 0.136, -1.083, 0.295, -0.362, 0.416, -0.005, 0.328, 0.273, 0.479, -1.337, 0.241, -0.768, 0.226, 0.370, 0.391, 0.198, 0.087, 0.357, -0.544, 0.264, 0.331], "multiplicity": 1, "e_homo_ev": [-7.46, -7.29], "lumo_energy_ev": [0.10, 0.19], "e_above_lowest_kcal_mol": 58.4}

***

(2)
{"formula": "C4H8O", "method": "wB97M-V/def2-TZVPD", "symbols": ["H", "H", "H", "C", "H", "H", "C", "C", "H", "H", "O", "C", "H"], "positions_angstrom": [[-1.355, -1.067, -1.041], [-1.966, 1.268, -0.222], [2.478, 0.530, -0.179], [-1.452, 0.592, 0.480], [-0.688, -1.430, 0.585], [0.282, 0.805, -1.262], [1.736, -0.265, -0.066], [0.355, 0.265, -0.305], [-2.051, 0.309, 1.338], [1.936, -1.052, -0.800], [-0.142, 1.115, 0.753], [-0.857, -0.648, -0.167], [1.804, -0.681, 0.945]], "forces_ev_per_a": [[0.21, 0.07, -0.08], [-0.14, -0.31, 0.27], [0.01, -0.14, 0.04], [-0.52, -0.36, 0.01], [-0.02, 0.18, -0.20], [0.19, 0.03, 0.07], [0.06, 0.01, 0.00], [0.31, -0.19, -0.34], [-0.14, 0.77, 0.40], [0.12, 0.09, 0.11], [-0.07, -0.02, 0.03], [-0.03, -0.17, -0.14], [0.02, 0.02, -0.17]], "mulliken_charge": [0.296, 0.264, 0.321, -0.375, 0.240, 0.245, -1.313, 0.393, 0.287, 0.334, -0.434, -0.579, 0.322], "multiplicity": 1, "e_homo_ev": -9.69, "lumo_energy_ev": 1.23, "e_above_lowest_kcal_mol": 27.8}

***

(3)
{"formula": "C19H25BIN8O2Ti", "method": "wB97M-V/def2-TZVPD", "symbols": ["C", "N", "C", "H", "H", "C", "I", "H", "H", "H", "H", "N", "N", "H", "H", "H", "C", "C", "C", "H", "N", "H", "H", "H", "C", "C", "H", "H", "C", "C", "C", "N", "N", "H", "N", "C", "C", "C", "H", "C", "H", "O", "H", "C", "H", "C", "O", "H", "B", "H", "H", "Ti", "C", "C", "H", "H", "N"], "positions_angstrom": [[-3.659, 1.932, 0.192], [-0.928, 0.051, -1.490], [3.798, -2.853, 2.264], [4.088, -2.325, 3.169], [0.402, -3.205, -3.947], [0.008, 2.797, 0.842], [4.909, -0.703, -1.015], [-3.629, -0.452, 1.505], [-4.103, 1.318, 0.944], [3.354, -3.817, 2.505], [-2.359, 5.370, -1.941], [-0.079, 1.496, 0.536], [-2.111, 2.692, -1.226], [4.659, -3.003, 1.617], [3.886, 1.269, 1.351], [-2.259, 0.938, -2.851], [-0.034, -1.464, -2.806], [-0.983, -0.763, -3.549], [3.154, 1.410, 2.150], [-4.110, 5.219, -2.114], [1.049, 0.864, 1.007], [-3.028, 4.383, -3.232], [1.797, -2.169, -3.635], [3.096, 0.473, 2.699], [-3.161, 3.489, -1.283], [-4.175, 3.050, -0.406], [-1.241, -0.914, -4.584], [-3.018, -2.728, 2.806], [1.827, 1.780, 1.584], [0.880, -2.572, -3.201], [-1.513, 0.178, -2.686], [-1.608, -0.510, 0.883], [-0.568, -1.387, 1.099], [-0.785, -4.236, 2.849], [-2.417, 1.714, -0.316], [-2.369, -2.125, 2.193], [2.282, -2.508, 0.410], [-2.689, -0.958, 1.534], [1.171, -3.180, -2.345], [-1.029, -2.359, 1.891], [2.853, 0.913, -1.118], [2.836, -2.026, 1.599], [0.341, -3.964, 1.508], [2.829, -0.178, -1.236], [-0.776, 3.479, 0.557], [-0.171, -3.492, 2.344], [2.559, -3.623, 0.033], [3.509, 2.195, 2.815], [-1.307, 0.696, -0.086], [2.648, -0.345, -2.300], [0.592, -3.144, 3.041], [1.150, -0.891, 0.027], [1.196, 3.021, 1.512], [-3.166, 4.682, -2.193], [-5.141, 3.496, -0.232], [1.563, 3.961, 1.890], [-0.016, -0.975, -1.564]], "forces_ev_per_a": [[0.23, 0.03, -0.16], [-0.02, -0.24, 0.32], [-0.11, 0.07, -0.17], [0.00, 0.01, 0.02], [0.02, -0.01, 0.01], [-0.02, 0.14, 0.02], [0.01, -0.06, 0.08], [-0.18, 0.13, -0.06], [-0.03, -0.18, 0.15], [0.02, -0.07, 0.03], [-0.01, -0.03, 0.02], [-0.01, -0.42, 0.13], [-0.18, -0.22, 0.12], [0.07, -0.04, -0.01], [0.00, 0.01, -0.01], [0.03, -0.07, 0.01], [-0.04, 0.07, 0.24], [-0.06, 0.04, -0.15], [0.04, 0.05, -0.02], [0.00, -0.01, 0.00], [-0.44, 1.06, 0.33], [0.00, -0.02, 0.03], [0.01, 0.01, -0.03], [-0.03, -0.03, 0.01], [0.02, 0.12, -0.11], [-0.02, 0.11, 0.00], [0.00, 0.01, 0.07], [0.04, 0.04, -0.04], [-0.10, -0.15, -0.03], [0.04, 0.03, -0.07], [-0.05, 0.06, -0.09], [0.25, 0.12, -0.19], [-1.29, 0.03, 0.51], [0.02, 0.00, 0.00], [0.01, -0.01, -0.10], [-0.14, 0.00, 0.05], [0.44, -1.68, 0.70], [0.06, -0.06, 0.02], [-0.02, 0.00, 0.04], [0.19, 0.05, -0.12], [0.03, -0.01, -0.11], [-0.14, 0.35, 0.00], [0.01, -0.01, -0.04], [-0.21, 0.33, 0.02], [0.08, -0.05, 0.05], [-0.02, 0.01, 0.04], [0.00, 0.16, -0.17], [0.02, -0.01, -0.01], [0.13, 0.07, 0.05], [0.04, -0.03, -0.03], [0.02, 0.02, 0.01], [2.49, -0.11, -0.23], [-0.03, 0.16, -0.01], [-0.02, -0.06, 0.04], [0.07, -0.03, -0.01], [-0.03, -0.05, -0.02], [-1.17, 0.36, -1.15]], "mulliken_charge": [-0.110, 0.576, -0.890, 0.239, 0.431, 0.008, -0.181, 0.373, 0.392, 0.294, 0.280, 0.843, -1.155, 0.297, 0.136, 0.512, 0.615, -1.463, -1.122, 0.363, -0.170, 0.277, 0.231, 0.166, 0.723, -1.149, 0.458, 0.446, 0.567, -1.343, 0.049, 0.652, 0.242, 0.400, 0.233, -1.728, -0.228, 0.195, 0.227, 0.647, 0.381, 0.073, 0.284, -0.964, 0.479, -1.222, -0.625, 0.406, 0.512, 0.356, 0.151, 0.506, -1.497, -1.229, 0.456, 0.452, 0.150], "multiplicity": 2, "e_homo_ev": [-7.36, -7.54], "lumo_energy_ev": [0.21, 0.36], "s2": 0.7534, "e_above_lowest_kcal_mol": 67.7}

***

(4)
{"formula": "C6H18ClO6", "method": "wB97M-V/def2-TZVPD", "symbols": ["H", "H", "H", "H", "C", "C", "O", "O", "H", "H", "H", "H", "C", "H", "O", "H", "H", "C", "C", "H", "H", "O", "H", "C", "H", "H", "H", "Cl", "H", "O", "O"], "positions_angstrom": [[-1.412, -0.819, 2.070], [1.123, -3.865, -1.043], [-2.159, 2.151, 1.641], [-1.649, 1.768, -1.089], [2.486, -2.365, -0.919], [-2.382, 1.112, 1.882], [-0.578, 2.387, -2.730], [2.065, -3.748, -0.899], [0.652, -0.960, 0.690], [3.148, -2.279, -1.781], [2.884, -2.076, 0.053], [1.541, -0.364, -1.271], [1.249, -1.409, -1.171], [0.848, -1.721, -2.135], [0.897, 1.751, -0.375], [-0.748, 0.138, 0.868], [1.191, 1.205, 0.358], [-1.163, 0.224, 1.872], [0.214, 0.797, -1.179], [-0.290, 0.030, -0.592], [-1.422, 0.589, -2.416], [-2.964, 1.047, 3.153], [-0.689, 3.238, -2.299], [-0.948, 1.371, -1.822], [0.707, 0.644, 2.156], [-2.345, 0.697, 3.799], [-3.080, 0.862, 1.083], [1.684, 0.330, 1.201], [0.877, 0.186, -1.793], [0.319, -1.478, -0.046], [-0.056, 0.555, 2.732]], "forces_ev_per_a": [[-0.68, -0.13, 0.35], [-0.08, 0.58, 0.17], [0.58, 0.24, 0.18], [-0.17, -0.07, 0.17], [-2.67, 0.20, -0.40], [1.17, 0.21, 0.26], [-0.37, 0.98, -0.96], [0.73, -0.17, 0.14], [0.76, -0.10, 0.20], [0.45, 0.28, 0.31], [0.45, -0.22, -0.21], [2.76, -2.87, 1.21], [2.67, -3.13, 2.72], [-0.87, 0.00, 0.20], [-2.76, 3.44, -5.70], [-0.65, 0.58, 0.27], [-0.93, 2.84, -1.63], [1.62, -0.39, -0.49], [-1.51, 2.33, 0.67], [0.40, 0.66, -0.20], [-0.38, -0.11, -0.03], [-1.52, 0.18, 0.69], [0.23, -0.09, 0.07], [-0.37, 0.70, -1.20], [-0.81, 0.96, 1.42], [0.38, 0.07, -0.29], [-0.31, -0.73, 0.22], [10.89, -6.25, 3.54], [-2.45, 3.60, -1.98], [-0.42, -4.11, -3.19], [-6.15, 0.48, 3.48]], "mulliken_charge": [0.232, 0.296, 0.214, 0.345, -0.298, -0.338, -0.593, -0.543, 0.329, 0.276, 0.237, 0.481, -0.806, 0.522, -0.856, -1.049, 0.780, 0.065, 0.339, 0.708, 0.266, -0.575, 0.316, -0.723, 0.635, 0.344, 0.284, -0.790, 0.263, -0.638, -0.724], "multiplicity": 1, "e_homo_ev": -5.02, "charge": -1, "lumo_energy_ev": 3.35, "e_above_lowest_kcal_mol": 197.0}